Entry 1:
Formula: C4H9CaMgO4
Source: the Open Molecules 2025 dataset
Level of theory: ωB97M-V/def2-TZVPD

```
19
Properties=species:S:1:pos:R:3:nbo_charge:R:1
Ca -2.684 2.535 1.078 0.96
Mg -0.785 0.142 0.842 1.70
O 1.162 -0.501 0.767 -0.67
O -0.169 0.420 -1.848 -0.59
O -1.308 1.723 -0.308 -1.18
O -2.416 0.591 1.798 -1.42
C 1.046 -1.166 -0.528 -0.13
C -1.199 1.357 -1.635 0.25
C -0.299 -0.811 -1.089 -0.50
C 2.387 -0.653 1.446 -0.25
H 2.311 -0.114 2.398 0.19
H -0.654 -1.612 -1.755 0.18
H 2.590 -1.718 1.637 0.18
H 1.902 -0.821 -1.136 0.18
H -0.954 2.237 -2.255 0.14
H -3.126 -0.039 2.096 0.50
H 1.136 -2.251 -0.356 0.18
H -2.146 0.907 -2.001 0.11
H 3.206 -0.225 0.849 0.19
```

Properties
HOMO (spin up / spin down) = -4.614 / -7.490 eV
2S+1 = 2
HOMO-LUMO gap (spin up / spin down) = 4.69 / 7.37 eV

Entry 2:
Formula: C4H9Cl6OY
Source: the Open Molecules 2025 dataset
Level of theory: ωB97M-V/def2-TZVPD

```
21
Properties=species:S:1:pos:R:3:nbo_charge:R:1
Y 1.083 1.631 -2.917 1.71
Cl -4.330 -0.779 -0.380 0.01
Cl 4.334 -2.690 0.553 -0.04
Cl -2.085 4.114 3.201 -0.01
Cl -1.913 3.617 0.324 -0.05
Cl -2.609 1.056 -1.980 -0.10
Cl 1.720 -4.153 0.306 -0.01
O 0.717 0.206 -1.132 -1.03
C 0.839 -0.001 0.267 -0.25
C 3.039 -3.313 -0.551 -0.38
C -2.702 -0.597 -1.147 -0.33
C -1.095 3.350 1.906 -0.38
H 2.689 -2.394 -1.022 0.21
H -0.092 3.775 1.944 0.22
H 0.389 0.787 0.871 0.16
H -1.945 -0.653 -0.364 0.23
H 3.474 -3.962 -1.311 0.23
H -2.566 -1.348 -1.925 0.23
H 0.235 -0.863 0.548 0.18
H -1.037 2.291 2.159 0.22
H 1.857 -0.074 0.649 0.19
```

Properties
energy above the lowest of the compared OMol25 structures with the same formula, charge and spin = 2.70 kcal/mol
HOMO (spin up / spin down) = -11.987 / -13.227 eV
net charge = +1
2S+1 = 2
HOMO-LUMO gap (spin up / spin down) = 6.54 / 7.20 eV

| no. | molecular weight (g mol⁻¹) | DFT total energy (eV) |
| --- | --- | --- |
| 1 | 185.5 | -36367.7266 |
| 2 | 374.7 | -82509.0895 |